No. 1
{
  "formula": "C4H12",
  "method": "ωB97M-V with the def2-TZVPD basis set",
  "species": ["C", "C", "H", "H", "H", "H", "H", "H", "C", "C", "H", "H", "H", "H", "H", "H"],
  "xyz": [[0.703, 1.416, -0.639], [0.242, 2.681, -1.383], [1.787, 1.298, -0.692], [0.476, 1.520, 0.426], [0.249, 0.482, -0.963], [-0.585, 2.531, -2.068], [1.081, 3.117, -1.922], [-0.037, 3.448, -0.656], [-1.135, -2.294, 0.637], [0.177, -1.846, 1.328], [-1.114, -3.354, 0.405], [-1.999, -2.121, 1.268], [-1.266, -1.777, -0.313], [0.392, -0.830, 1.006], [1.003, -2.523, 1.158], [0.026, -1.748, 2.409]],
  "nbo_charge": [-0.6172, -0.6151, 0.2066, 0.2028, 0.2058, 0.2081, 0.2047, 0.2044, -0.6094, -0.6133, 0.2026, 0.2047, 0.2004, 0.2062, 0.2065, 0.2022],
  "largest_force_ha_per_bohr": 0.0237,
  "homo_energy_ev": -11.696,
  "multiplicity": 1,
  "charge": 0
}



No. 2
{
  "formula": "C4H12",
  "method": "ωB97M-V with the def2-TZVPD basis set",
  "species": ["C", "C", "H", "H", "H", "H", "H", "H", "C", "C", "H", "H", "H", "H", "H", "H"],
  "xyz": [[-0.514, -2.330, 0.342], [-0.554, -1.618, -1.019], [-0.076, -1.765, 1.166], [-1.501, -2.742, 0.538], [0.180, -3.180, 0.307], [0.428, -1.488, -1.460], [-1.078, -0.689, -0.879], [-1.201, -2.214, -1.662], [0.304, 1.606, -0.330], [0.753, 2.405, 0.913], [-0.089, 2.296, -1.062], [1.203, 1.125, -0.712], [-0.391, 0.837, -0.038], [0.443, 1.875, 1.817], [1.830, 2.542, 0.965], [0.263, 3.340, 1.115]],
  "nbo_charge": [-0.6105, -0.6020, 0.2029, 0.2046, 0.1994, 0.2053, 0.1994, 0.2018, -0.6094, -0.6149, 0.2071, 0.2046, 0.2044, 0.1999, 0.2032, 0.2042],
  "largest_force_ha_per_bohr": 0.0314,
  "homo_energy_ev": -11.507,
  "multiplicity": 1,
  "charge": 0
}



No. 3
{
  "formula": "C4H12",
  "method": "ωB97M-V with the def2-TZVPD basis set",
  "species": ["C", "C", "H", "H", "H", "H", "H", "H", "C", "C", "H", "H", "H", "H", "H", "H"],
  "xyz": [[-1.640, 1.297, 2.820], [-2.401, 0.415, 1.798], [-2.279, 2.103, 3.162], [-0.800, 1.736, 2.272], [-1.168, 0.684, 3.583], [-1.862, -0.520, 1.664], [-3.432, 0.198, 2.079], [-2.478, 0.956, 0.854], [1.993, -1.231, -1.607], [2.066, -0.498, -2.948], [2.758, -0.884, -0.918], [1.999, -2.312, -1.743], [1.020, -1.033, -1.145], [2.868, -0.873, -3.583], [1.143, -0.606, -3.518], [2.211, 0.568, -2.772]],
  "nbo_charge": [-0.6073, -0.6040, 0.2054, 0.1995, 0.2046, 0.2018, 0.2003, 0.1997, -0.6060, -0.6042, 0.2040, 0.2025, 0.2001, 0.2012, 0.2012, 0.2012],
  "largest_force_ha_per_bohr": 0.0279,
  "homo_energy_ev": -11.747,
  "multiplicity": 1,
  "charge": 0
}



No. 4
{
  "formula": "C4H12",
  "method": "ωB97M-V with the def2-TZVPD basis set",
  "species": ["C", "C", "H", "H", "H", "H", "H", "H", "C", "C", "H", "H", "H", "H", "H", "H"],
  "xyz": [[1.654, -0.250, -1.797], [1.765, -1.220, -0.610], [2.177, 0.706, -1.733], [2.064, -0.762, -2.670], [0.606, -0.064, -2.025], [2.352, -0.797, 0.201], [2.075, -2.215, -0.920], [0.757, -1.429, -0.245], [-1.484, 0.716, 0.505], [-1.920, 0.716, 1.963], [-1.842, -0.047, -0.174], [-1.681, 1.724, 0.107], [-0.391, 0.785, 0.373], [-2.929, 0.340, 2.055], [-1.873, 1.722, 2.357], [-1.330, 0.075, 2.611]],
  "nbo_charge": [-0.6188, -0.6190, 0.2083, 0.2041, 0.2042, 0.2091, 0.2070, 0.2050, -0.6215, -0.6091, 0.2088, 0.2052, 0.2047, 0.2044, 0.2055, 0.2020],
  "largest_force_ha_per_bohr": 0.0434,
  "homo_energy_ev": -11.421,
  "multiplicity": 1,
  "charge": 0
}



No. 5
{
  "formula": "C4H12",
  "method": "ωB97M-V with the def2-TZVPD basis set",
  "species": ["C", "C", "H", "H", "H", "H", "H", "H", "C", "C", "H", "H", "H", "H", "H", "H"],
  "xyz": [[-1.086, -1.798, 0.182], [-1.096, -1.841, 1.780], [-0.515, -2.622, -0.392], [-2.144, -1.976, -0.072], [-0.641, -0.808, -0.244], [-1.409, -0.908, 2.087], [-1.840, -2.568, 1.975], [-0.142, -2.119, 2.319], [1.580, 2.455, -1.097], [0.552, 1.333, -0.734], [1.727, 3.284, -0.473], [2.610, 1.918, -1.213], [1.472, 2.634, -2.159], [-0.537, 1.496, -0.891], [0.626, 1.089, 0.272], [0.841, 0.431, -1.339]],
  "nbo_charge": [-0.6188, -0.6024, 0.2043, 0.2034, 0.2093, 0.2005, 0.2006, 0.2027, -0.6113, -0.6139, 0.2105, 0.1970, 0.2080, 0.2055, 0.2001, 0.2045],
  "largest_force_ha_per_bohr": 0.0866,
  "homo_energy_ev": -11.376,
  "multiplicity": 1,
  "charge": 0
}



No. 6
{
  "formula": "C4H12",
  "method": "ωB97M-V with the def2-TZVPD basis set",
  "species": ["C", "C", "H", "H", "H", "H", "H", "H", "C", "C", "H", "H", "H", "H", "H", "H"],
  "xyz": [[-1.744, 1.170, 0.051], [-1.090, 2.501, -0.232], [-2.787, 1.089, 0.241], [-1.478, 0.482, -0.761], [-1.297, 0.744, 0.913], [-0.048, 2.337, 0.204], [-1.512, 3.469, 0.150], [-0.853, 2.712, -1.337], [0.638, -1.440, 0.099], [2.015, -2.149, -0.017], [-0.163, -2.117, 0.325], [0.776, -0.815, 1.032], [0.494, -0.707, -0.715], [2.673, -1.708, -0.685], [2.470, -2.248, 1.032], [1.906, -3.320, -0.300]],
  "nbo_charge": [-0.6156, -0.6208, 0.2069, 0.2067, 0.2025, 0.2037, 0.2140, 0.2033, -0.6226, -0.6008, 0.2142, 0.2003, 0.2095, 0.2044, 0.2014, 0.1930],
  "largest_force_ha_per_bohr": 0.0986,
  "homo_energy_ev": -11.184,
  "multiplicity": 1,
  "charge": 0
}



No. 7
{
  "formula": "C4H12",
  "method": "ωB97M-V with the def2-TZVPD basis set",
  "species": ["C", "C", "H", "H", "H", "H", "H", "H", "C", "C", "H", "H", "H", "H", "H", "H"],
  "xyz": [[1.370, -1.445, 0.762], [2.376, -0.366, 0.421], [1.715, -2.117, 1.559], [0.405, -1.162, 1.204], [1.116, -2.133, -0.037], [2.281, -0.042, -0.614], [3.385, -0.656, 0.724], [2.190, 0.516, 1.058], [-2.495, 1.249, -0.421], [-1.190, 0.598, -0.867], [-3.075, 0.620, 0.252], [-2.382, 2.237, 0.027], [-3.130, 1.403, -1.305], [-0.893, 0.967, -1.842], [-1.255, -0.488, -0.797], [-0.419, 0.820, -0.124]],
  "nbo_charge": [-0.6219, -0.6210, 0.2038, 0.2059, 0.2051, 0.2113, 0.2117, 0.2051, -0.6085, -0.6126, 0.2034, 0.2030, 0.1991, 0.2065, 0.2073, 0.2017],
  "largest_force_ha_per_bohr": 0.0361,
  "homo_energy_ev": -11.558,
  "multiplicity": 1,
  "charge": 0
}



No. 8
{
  "formula": "C4H12",
  "method": "ωB97M-V with the def2-TZVPD basis set",
  "species": ["C", "C", "H", "H", "H", "H", "H", "H", "C", "C", "H", "H", "H", "H", "H", "H"],
  "xyz": [[-0.623, -1.836, -1.290], [-0.878, -0.428, -1.787], [0.412, -1.983, -0.967], [-1.319, -2.178, -0.528], [-0.681, -2.501, -2.150], [-1.749, -0.314, -2.441], [-0.980, 0.317, -0.994], [-0.101, -0.021, -2.441], [0.499, 1.754, 1.276], [0.985, 0.442, 1.902], [-0.086, 1.591, 0.377], [-0.117, 2.352, 1.943], [1.280, 2.395, 0.851], [0.807, -0.375, 1.208], [0.519, 0.266, 2.868], [2.030, 0.519, 2.171]],
  "nbo_charge": [-0.6138, -0.6121, 0.2048, 0.2085, 0.2043, 0.2044, 0.1993, 0.2045, -0.6156, -0.6178, 0.2012, 0.2055, 0.2048, 0.2087, 0.2070, 0.2061],
  "largest_force_ha_per_bohr": 0.0230,
  "homo_energy_ev": -11.510,
  "multiplicity": 1,
  "charge": 0
}



No. 9
{
  "formula": "C4H12",
  "method": "ωB97M-V with the def2-TZVPD basis set",
  "species": ["C", "C", "H", "H", "H", "H", "H", "H", "C", "C", "H", "H", "H", "H", "H", "H"],
  "xyz": [[0.068, -2.262, 0.688], [1.276, -1.614, 1.338], [-0.783, -1.624, 0.418], [0.345, -2.771, -0.232], [-0.415, -2.976, 1.371], [2.145, -2.192, 1.014], [1.249, -1.539, 2.412], [1.492, -0.621, 0.954], [-1.012, 2.440, -1.459], [-0.297, 1.429, -0.559], [-0.544, 3.421, -1.415], [-0.998, 2.103, -2.496], [-2.071, 2.517, -1.199], [-0.154, 1.926, 0.409], [0.680, 1.143, -0.935], [-0.981, 0.620, -0.306]],
  "nbo_charge": [-0.6122, -0.6136, 0.2018, 0.2044, 0.2043, 0.2044, 0.2067, 0.2049, -0.6035, -0.6107, 0.2016, 0.1986, 0.2023, 0.1993, 0.2064, 0.2054],
  "largest_force_ha_per_bohr": 0.0320,
  "homo_energy_ev": -11.517,
  "multiplicity": 1,
  "charge": 0
}



No. 10
{
  "formula": "C4H12",
  "method": "ωB97M-V with the def2-TZVPD basis set",
  "species": ["C", "C", "H", "H", "H", "H", "H", "H", "C", "C", "H", "H", "H", "H", "H", "H"],
  "xyz": [[1.824, 0.839, -0.997], [1.895, -0.678, -1.128], [2.104, 1.089, 0.025], [2.476, 1.388, -1.675], [0.827, 1.250, -1.144], [0.945, -1.103, -1.480], [2.611, -1.102, -1.831], [2.005, -1.158, -0.157], [-1.150, 0.287, 0.838], [-2.480, -0.383, 1.246], [-0.809, -0.332, 0.009], [-1.283, 1.306, 0.491], [-0.461, 0.213, 1.674], [-2.933, 0.076, 2.129], [-2.315, -1.422, 1.512], [-3.256, -0.272, 0.487]],
  "nbo_charge": [-0.6187, -0.6209, 0.2059, 0.2080, 0.2082, 0.2016, 0.2106, 0.2059, -0.6063, -0.6029, 0.2014, 0.2043, 0.2039, 0.1963, 0.2015, 0.2012],
  "largest_force_ha_per_bohr": 0.0303,
  "homo_energy_ev": -11.595,
  "multiplicity": 1,
  "charge": 0
}



No. 11
{
  "formula": "C4H12",
  "method": "ωB97M-V with the def2-TZVPD basis set",
  "species": ["C", "C", "H", "H", "H", "H", "H", "H", "C", "C", "H", "H", "H", "H", "H", "H"],
  "xyz": [[2.471, -0.825, -1.029], [1.586, 0.067, -0.216], [2.574, -0.589, -2.119], [2.160, -1.859, -1.181], [3.489, -0.803, -0.673], [0.617, 0.213, -0.655], [1.968, 1.086, -0.068], [1.383, -0.319, 0.793], [-2.230, 0.686, 1.304], [-1.826, 0.056, -0.049], [-2.992, 0.099, 1.834], [-2.558, 1.716, 1.200], [-1.361, 0.561, 1.945], [-1.552, -0.977, 0.171], [-2.585, 0.185, -0.833], [-1.128, 0.710, -0.572]],
  "nbo_charge": [-0.6180, -0.6144, 0.2026, 0.2077, 0.2040, 0.2089, 0.2040, 0.2017, -0.6060, -0.6145, 0.2009, 0.2045, 0.2001, 0.2118, 0.2025, 0.2042],
  "largest_force_ha_per_bohr": 0.0411,
  "homo_energy_ev": -11.091,
  "multiplicity": 1,
  "charge": 0
}



No. 12
{
  "formula": "C4H12",
  "method": "ωB97M-V with the def2-TZVPD basis set",
  "species": ["C", "C", "H", "H", "H", "H", "H", "H", "C", "C", "H", "H", "H", "H", "H", "H"],
  "xyz": [[1.619, -0.659, 0.183], [1.135, -0.120, 1.497], [2.386, -0.021, -0.263], [1.975, -1.690, 0.187], [0.742, -0.779, -0.586], [0.189, 0.414, 1.357], [1.905, 0.485, 2.000], [1.057, -0.957, 2.196], [-1.343, 1.097, -0.499], [-1.375, -0.252, -1.166], [-2.375, 1.392, -0.299], [-0.912, 0.995, 0.496], [-0.791, 1.790, -1.120], [-2.322, -0.811, -1.085], [-1.321, -0.288, -2.253], [-0.598, -0.981, -0.709]],
  "nbo_charge": [-0.4792, -0.6213, 0.2619, 0.2781, 0.2839, 0.2480, 0.2835, 0.2559, -0.5929, -0.5276, 0.2972, 0.2378, 0.2500, 0.2886, 0.2604, 0.2756],
  "largest_force_ha_per_bohr": 0.0458,
  "homo_energy_ev": [-16.927, -17.166],
  "multiplicity": 2,
  "charge": 1
}



No. 13
{
  "formula": "C4H12",
  "method": "ωB97M-V with the def2-TZVPD basis set",
  "species": ["C", "C", "H", "H", "H", "H", "H", "H", "C", "C", "H", "H", "H", "H", "H", "H"],
  "xyz": [[0.991, 0.982, -1.200], [0.824, 2.184, -2.141], [1.842, 0.444, -1.610], [1.203, 1.167, -0.131], [-0.023, 0.520, -1.092], [-0.121, 2.731, -2.147], [0.911, 1.884, -3.185], [1.599, 2.883, -1.752], [-0.792, -1.830, 0.994], [-1.033, -1.417, 2.436], [-1.632, -1.967, 0.291], [-0.303, -0.956, 0.459], [-0.149, -2.694, 0.820], [-1.749, -0.603, 2.327], [-1.458, -2.241, 3.016], [-0.110, -1.085, 2.915]],
  "nbo_charge": [-0.5189, -0.5549, 0.2671, 0.2778, 0.3364, 0.2499, 0.2540, 0.3304, -0.5268, -0.6117, 0.2578, 0.2510, 0.2333, 0.2250, 0.2802, 0.2495],
  "largest_force_ha_per_bohr": 0.0377,
  "homo_energy_ev": [-16.459, -15.271],
  "multiplicity": 2,
  "charge": 1
}